1.
Here is C16H15HgI2N2O8 as an isolated structure at a distorted geometry from OMol25. Energies are from ωB97M-V/def2-TZVPD.

The geometry in ORCA input format:
```
! RIJCOSX wB97M-V def2-TZVPD def2/J DEFGRID3
* xyz -2 2
Hg 0.8661 -1.7559 0.3343
C 0.5519 -2.8388 2.4551
C -0.1708 -1.7707 3.0843
C -1.5152 -2.0484 2.9922
C -1.6743 -3.3001 2.3576
C -0.4290 -3.8002 2.0528
H 1.5690 -3.1149 2.7242
H 0.2790 -0.9196 3.5742
H -2.3214 -1.4153 3.3273
H -2.6183 -3.7729 2.1367
H -0.2098 -4.7670 1.6231
O -2.4669 0.2518 -1.2039
C -1.5254 0.1127 -0.4163
O -1.0842 -1.0024 -0.0263
C -0.8844 1.4039 0.0938
C -1.6799 2.5090 0.0967
C -1.1870 3.7797 0.4668
C 0.1565 3.9118 0.7938
C 0.9941 2.8143 0.7937
C 0.5144 1.4746 0.4663
O 1.2726 0.4914 0.5197
N 2.3502 3.0358 1.1400
O 3.1969 2.1993 0.8856
O 2.6299 4.1048 1.6901
N -2.0231 4.9028 0.4675
O -1.5498 6.0014 0.7674
O -3.2085 4.7650 0.1698
H -2.7119 2.4054 -0.2112
H 0.5558 4.8887 1.0318
I 3.9670 -1.1693 1.6101
C 4.7705 -2.2220 0.0053
I 1.7668 -3.7369 -1.1737
H 5.5128 -2.9561 0.2640
H 4.9538 -1.6234 -0.8678
C -1.2354 -1.8556 -3.0540
C -0.3314 -0.6620 -3.0480
C -0.7468 0.4627 -3.9704
O 0.6488 -0.5729 -2.3474
H -1.8745 -1.8849 -3.9315
H -1.8608 -1.7599 -2.1624
H -0.6613 -2.7742 -2.9623
H -0.8978 0.0937 -4.9840
H -0.0012 1.2548 -3.9728
H -1.6872 0.8599 -3.5924
*
```

**Molar mass**: 817.7 g/mol
**Energy**: -56566.876 eV
**HOMO-LUMO gap (spin up / spin down)**: 5.84 / 5.82 eV
**ΔE to the lowest compared entry with this formula, charge and spin**: 35.6 kcal/mol



2.
Here is a 2-piece molecular cluster, H2N3O2 overall at a distorted geometry from OMol25. Energies are from ωB97M-V/def2-TZVPD.

The geometry in ORCA input format:
```
! RIJCOSX wB97M-V def2-TZVPD def2/J DEFGRID3
* xyz -1 1
N -0.5525 -0.1801 0.7199
N -0.7072 -1.0763 -0.9678
N 0.5097 0.4453 0.7939
O 1.3226 0.6699 -0.1048
O 0.6691 1.0056 1.9433
H 0.1729 -0.5734 -1.2981
H -1.4146 -0.2910 -1.0864
*
```

**Molar mass**: 76.0 g/mol
**Energy**: -8593.320 eV
**HOMO-LUMO gap**: 9.15 eV
**ΔE to the lowest compared entry with this formula, charge and spin**: 69.2 kcal/mol



3.
Here is C39H45Cl3KN5O3P as an isolated structure from OMol25. Energies are from ωB97M-V/def2-TZVPD.

The geometry in ORCA input format:
```
! RIJCOSX wB97M-V def2-TZVPD def2/J DEFGRID3
* xyz -1 1
K 0.3384 0.2138 0.4772
C 0.6530 -3.4039 -0.7384
N 1.5393 -2.2756 -0.6331
C 2.3923 -2.3926 0.5433
C 2.2282 -1.8931 -1.8236
C 2.2566 -2.7218 -2.9333
C 2.9205 -2.3623 -4.1078
C 3.5957 -1.1572 -4.1402
C 3.5824 -0.3132 -3.0439
C 2.8650 -0.6067 -1.8700
N 2.6620 0.2649 -0.8568
C 3.6378 1.0890 -0.4148
C 5.0189 0.7889 -0.4540
C 5.9708 1.5787 0.1581
C 5.6177 2.7349 0.8340
C 4.2711 3.0841 0.8528
C 3.3002 2.3079 0.2479
N 1.9341 2.7709 0.2087
C 1.7522 3.6954 -0.8924
C 1.4055 3.3106 1.4454
H 1.1733 -4.3700 -0.8749
H -0.0346 -3.2793 -1.5748
H 0.0695 -3.4772 0.1828
H 2.9881 -3.3197 0.5174
H 1.7786 -2.3918 1.4465
H 3.0522 -1.5300 0.5970
H 1.7625 -3.6823 -2.8865
H 2.9208 -3.0298 -4.9603
H 4.1368 -0.8549 -5.0311
H 4.0901 0.6429 -3.0955
H 5.3285 -0.1218 -0.9525
H 7.0104 1.2698 0.1137
H 6.3613 3.3462 1.3285
H 3.9607 3.9981 1.3462
H 2.2964 4.6442 -0.7331
H 0.6921 3.9265 -1.0157
H 2.1189 3.2415 -1.8128
H 1.8579 4.2736 1.7368
H 1.5596 2.6001 2.2574
H 0.3304 3.4708 1.3306
Cl -0.1647 2.2867 8.0685
C 0.1205 1.5621 6.5012
C -0.7665 1.8027 5.4637
C -0.5187 1.2210 4.2409
Cl -1.6575 1.5255 2.9339
C 0.5990 0.3869 3.9384
O 0.8009 -0.1129 2.8003
C 1.4444 0.1880 5.0694
Cl 2.8296 -0.8409 4.8510
C 1.2264 0.7526 6.3078
H -1.6349 2.4308 5.6019
H 1.9168 0.5586 7.1165
C -2.2412 4.3440 -0.7716
P -1.9038 2.5423 -0.8654
C -3.5807 1.8955 -0.5067
C -1.7561 2.2937 -2.6744
C -2.8072 2.3808 -3.5818
C -2.5943 2.1776 -4.9373
C -1.3201 1.8902 -5.4041
C -0.2634 1.7927 -4.5093
C -0.4835 1.9844 -3.1538
H -3.1151 4.6487 -1.3534
H -1.3746 4.8993 -1.1308
H -2.3970 4.6150 0.2732
H -4.3775 2.3743 -1.0821
H -3.7876 2.0491 0.5544
H -3.5999 0.8229 -0.7004
H -3.8080 2.6057 -3.2322
H -3.4258 2.2460 -5.6283
H -1.1515 1.7355 -6.4627
H 0.7340 1.5514 -4.8560
H 0.3348 1.8498 -2.4564
C -0.8740 -2.8903 2.8999
C -2.0257 -2.4434 2.0572
O -1.9700 -1.4898 1.3069
C -3.3115 -3.2352 2.1124
C -3.3536 -4.5226 2.6420
C -4.5454 -5.2339 2.6402
C -5.6937 -4.6500 2.1257
C -5.6580 -3.3600 1.6119
C -4.4684 -2.6534 1.5994
H -0.0826 -2.1433 2.8458
H -0.5097 -3.8524 2.5326
H -1.1973 -3.0408 3.9304
H -2.4598 -4.9733 3.0480
H -4.5744 -6.2380 3.0418
H -6.6266 -5.2004 2.1289
H -6.5599 -2.9043 1.2240
H -4.4246 -1.6453 1.2119
N -1.1949 -1.5689 -3.5342
C -1.5291 -1.1924 -2.2577
N -2.7188 -1.6978 -1.7724
O -0.8175 -0.4892 -1.5716
H -1.9251 -1.7619 -4.1976
H -0.3767 -1.1014 -3.8948
H -3.0190 -2.5764 -2.1649
H -2.7560 -1.6652 -0.7592
*
```

**Molar mass**: 808.3 g/mol
**Energy**: -117952.544 eV
**HOMO-LUMO gap**: 4.95 eV
**ΔE to the lowest compared entry with this formula, charge and spin**: 26.2 kcal/mol



4.
Here is CH4IN2O as an isolated structure at a distorted geometry from OMol25. Energies are from ωB97M-V/def2-TZVPD.

The geometry in ORCA input format:
```
! RIJCOSX wB97M-V def2-TZVPD def2/J DEFGRID3
* xyz 1 1
C -0.5173 -0.1583 -0.1906
N -1.4226 0.6958 0.1855
N 0.6671 0.0756 0.2278
O 2.1079 -0.7453 -0.5038
I -0.8424 -1.5267 -1.7655
H -1.1722 1.5123 0.7507
H -2.3440 0.3440 0.2432
H 1.1142 0.8563 0.6894
H 2.4092 -1.0537 0.3632
*
```

**Molar mass**: 187.0 g/mol
**Energy**: -14219.663 eV
**HOMO-LUMO gap (spin up / spin down)**: 8.61 / 8.61 eV
**ΔE to the lowest compared entry with this formula, charge and spin**: 40.7 kcal/mol



5.
Here is C25H27AuCl2Sb as an isolated structure at a distorted geometry from OMol25. Energies are from ωB97M-V/def2-TZVPD.

The geometry in ORCA input format:
```
! RIJCOSX wB97M-V def2-TZVPD def2/J DEFGRID3
* xyz -1 3
Au -2.0923 -1.5409 0.1010
Cl -1.4706 -3.8534 -0.4103
Cl -0.7143 -1.4513 2.0916
C -3.0652 0.4204 0.3010
H -4.0514 0.9893 0.2829
H -2.5932 0.6988 1.2507
C -2.4475 -0.6392 -1.8585
C -3.3770 0.5121 -1.2768
H -1.4918 -0.1645 -2.1476
C -4.9111 -0.0507 -1.3435
H -3.1614 1.4926 -1.6492
C -5.0265 -1.5391 -1.2964
H -5.4115 0.2689 -0.4321
H -5.4610 0.4100 -2.1676
C -4.3803 -2.2154 -2.5191
H -4.5298 -1.9638 -0.4365
H -6.0436 -1.8495 -1.2008
C -2.9762 -1.7285 -2.7762
H -4.3770 -3.2909 -2.4156
H -5.0056 -1.9682 -3.3742
H -2.2638 -2.6124 -2.6548
H -2.8391 -1.3999 -3.8427
C 3.9160 -3.3877 1.6509
C 2.6908 -3.7184 1.0764
C 1.7888 -2.7208 0.7158
C 2.1493 -1.3809 0.8348
C 3.3806 -1.0260 1.3771
C 4.2585 -2.0435 1.8137
Sb 0.7234 0.0719 0.1185
C 0.3825 1.6553 1.5726
C -0.6288 2.5919 1.3284
C -0.9467 3.5315 2.3200
C -0.2771 3.5157 3.5381
C 0.7182 2.5588 3.7954
C 1.0414 1.6219 2.7918
C 2.4756 1.1493 -0.9351
C 2.9094 2.3895 -0.4790
C 4.1201 2.9187 -0.9528
C 4.8335 2.2060 -1.9269
C 4.3733 0.9728 -2.4269
C 3.1608 0.4524 -1.9294
H 4.6144 -4.1731 1.9746
H 2.4197 -4.7573 0.9212
H 0.8033 -2.9949 0.3553
H 3.6754 0.0228 1.4937
H 5.2121 -1.7582 2.2571
H -1.1951 2.5539 0.4050
H -1.7339 4.2654 2.1321
H -0.5098 4.2608 4.3102
H 1.2419 2.5245 4.7510
H 1.7786 0.8381 3.0107
H 2.3357 2.9402 0.2621
H 4.4913 3.8746 -0.5605
H 5.7619 2.6124 -2.3136
H 4.9376 0.4111 -3.1930
H 2.7875 -0.5030 -2.3149
*
```

**Molar mass**: 717.1 g/mol
**Energy**: -61634.288 eV
**HOMO-LUMO gap (spin up / spin down)**: 5.97 / 6.04 eV
**ΔE to the lowest compared entry with this formula, charge and spin**: 0.0 kcal/mol



6.
Here is C32H26BF16N4O2Ta as an isolated structure from OMol25. Energies are from ωB97M-V/def2-TZVPD.

The geometry in ORCA input format:
```
! RIJCOSX wB97M-V def2-TZVPD def2/J DEFGRID3
* xyz 0 1
Ta 0.3951 0.1601 0.4409
C 3.8273 -3.9723 -1.3494
C 3.5573 -2.4655 -1.3978
C 4.6417 -1.7544 -2.1982
C 3.3783 -1.9307 0.0033
C 4.3979 -1.3124 0.7139
C 4.2157 -0.9062 2.0308
C 3.0132 -1.1071 2.6938
C 2.7999 -0.6016 4.0910
C 1.9912 -1.7514 1.9962
C 2.1607 -2.1372 0.6615
H 3.8959 -4.3796 -2.3592
H 3.0386 -4.5082 -0.8194
H 4.7710 -4.1744 -0.8371
H 2.6026 -2.3160 -1.9066
H 5.6358 -1.9784 -1.8047
H 4.5092 -0.6730 -2.1949
H 4.6223 -2.0948 -3.2342
H 5.3524 -1.1298 0.2384
H 5.0283 -0.4093 2.5485
H 1.9105 -1.0393 4.5438
H 2.6738 0.4843 4.0845
H 3.6553 -0.8241 4.7291
H 1.0680 -1.9870 2.5106
H 1.3806 -2.6995 0.1583
C -2.7380 3.3486 -5.2263
C -2.3957 2.6329 -3.9506
C -3.3029 2.5115 -2.9105
C -2.9471 1.9113 -1.7170
C -1.6691 1.3931 -1.5079
N -1.3304 0.8442 -0.2351
C -2.3569 0.7458 0.7680
C -2.8934 1.9090 1.3041
C -3.8751 1.8495 2.2748
C -4.3325 0.6220 2.7420
C -5.3832 0.5375 3.8133
C -3.7512 -0.5345 2.2379
C -2.7477 -0.4979 1.2746
C -1.9624 -1.7423 0.8568
O -0.5931 -1.4523 0.7715
C -1.9760 -2.8561 1.9496
F -1.1529 -3.8507 1.6135
F -3.1782 -3.3963 2.1739
F -1.5354 -2.3414 3.1038
C -2.4588 -2.3199 -0.4923
F -3.6653 -2.8801 -0.3433
F -2.5747 -1.3626 -1.4162
F -1.6225 -3.2424 -0.9710
C -0.7719 1.4143 -2.5927
C -1.1486 2.0578 -3.7683
C 0.5682 0.7023 -2.6065
O 0.9048 0.1519 -1.3747
C 0.5180 -0.5258 -3.5685
F 1.7363 -1.0587 -3.7238
F 0.0526 -0.2407 -4.7855
F -0.2742 -1.4601 -3.0375
C 1.7391 1.6550 -3.0092
F 1.8420 1.7730 -4.3445
F 1.5454 2.8718 -2.5053
F 2.9021 1.1956 -2.5543
H -3.8169 3.4308 -5.3534
H -2.3273 4.3604 -5.2280
H -2.3327 2.8291 -6.0947
H -4.3083 2.8997 -3.0221
H -3.6862 1.8409 -0.9362
H -2.5291 2.8615 0.9408
H -4.2854 2.7664 2.6796
H -5.9285 1.4755 3.9057
H -6.1008 -0.2544 3.5985
H -4.9300 0.3208 4.7825
H -4.0854 -1.4808 2.6363
H -0.4458 2.1072 -4.5891
N 0.0701 0.8170 2.3471
C -0.0791 1.3098 3.4146
N -0.3228 1.6903 4.5680
C 0.1421 2.7858 5.1623
N 0.4948 3.7088 5.7552
F 0.8523 2.4419 0.2759
B 2.2073 2.4524 0.7885
F 3.0870 2.9926 -0.0654
F 2.2598 2.8644 2.0714
F 2.3712 0.9225 0.7770
*
```

**Molar mass**: 994.3 g/mol
**Energy**: -89381.353 eV
**HOMO-LUMO gap**: 7.32 eV
**ΔE to the lowest compared entry with this formula, charge and spin**: 1.5 kcal/mol